The following is a quantum chemistry calculation of a single C5H9NO molecule at a distorted geometry, from the OMol25 dataset.

```
16
C5H9NO | the OMol25 dataset | ωB97M-V/def2-TZVPD
O -1.798 0.035 -2.509
C -1.802 0.974 -1.773
C -0.940 1.122 -0.515
C -0.545 -0.232 0.190
C 0.704 -0.008 1.002
C 1.654 -0.930 1.158
N 2.529 -1.045 2.249
H -2.439 1.885 -1.849
H 0.019 1.568 -0.790
H -1.396 1.696 0.287
H -1.381 -0.469 0.849
H -0.307 -1.144 -0.362
H 0.784 0.859 1.664
H 1.829 -1.703 0.416
H 3.501 -1.136 2.000
H 2.479 -0.306 2.920
```

The multiplicity is 1. The HOMO energy is -8.303 eV. As for the HOMO-LUMO gap: 9.332 eV. For the electronic energy, the calculation gives -325.859456 a.u.